A cluster of 4 separate species, C43H59ClF3N4O10P2S2 in total, computed with the ωB97M-V functional and the def2-TZVPD basis.

The net charge is +1. For the maximum force, the calculation gives 1.27 eV Å⁻¹. Its HOMO energy is -11.164 eV. The calculated total energy comes out at -132900.6388 eV. The spin multiplicity is 1.

Positions of all 124 atoms, in Å:
C: 0.2246 1.9805 4.8374
C: 0.6085 2.6033 3.4874
C: 1.9197 2.0262 2.9372
C: 1.7719 0.8645 1.9536
N: 1.1346 1.2130 0.6548
C: -0.2878 0.8788 0.4794
O: -0.4789 -0.4051 0.9510
C: -1.7850 -0.6598 1.3896
C: -2.1232 -0.3031 2.6821
C: -3.4137 -0.5216 3.1525
C: -3.8003 -0.0884 4.5367
C: -4.3296 -1.1218 2.2866
C: -3.9635 -1.4908 0.9998
C: -2.6779 -1.2661 0.5084
C: -2.2395 -1.6722 -0.8920
C: -1.5564 -3.0403 -0.8399
C: -3.4046 -1.6869 -1.8914
C: 1.7714 1.7418 -0.3351
N: 1.2007 2.0409 -1.5519
C: -0.0020 2.8699 -1.6400
C: 0.1684 4.2807 -2.2294
O: 0.8883 5.1156 -1.8105
Cl: -0.9953 4.6337 -3.5016
C: 1.6564 1.1032 -2.6153
N: 1.0713 -0.2042 -2.3022
C: 1.2586 -1.3626 -3.2089
C: 0.0524 -1.6683 -4.0968
P: 1.2783 1.8220 -4.2660
O: 1.8149 3.1852 -4.3723
O: 1.9101 0.8165 -5.3318
O: -0.2834 1.5906 -4.4105
C: 3.1994 1.0020 -2.5903
C: 3.7982 0.9682 -1.1768
P: 3.6194 -0.7753 -0.3805
O: 4.5170 -0.9594 0.7725
S: 5.6295 1.2430 -1.2711
O: 5.8197 2.2980 -2.2221
O: 6.1796 1.3173 0.0376
C: 6.3944 -0.2805 -2.0934
F: 6.7256 -1.1878 -1.1965
F: 7.4725 0.1924 -2.6996
F: 5.5732 -0.8172 -3.0110
N: 3.1796 1.9156 -0.2284
S: 3.4925 3.6170 -0.1844
C: 3.6354 4.3129 -1.7993
O: 4.7309 3.7880 0.4951
O: 2.2728 4.0654 0.4326
H: 0.7882 2.4606 5.6362
H: -0.8418 2.0582 5.0397
H: 0.5038 0.9221 4.8576
H: 0.7546 3.6741 3.6302
H: -0.2221 2.4955 2.7866
H: 2.4602 1.5728 3.7743
H: 2.5773 2.7911 2.5393
H: 1.1836 0.0691 2.4019
H: 2.7638 0.4563 1.7695
H: -0.5141 0.8992 -0.5876
H: -0.9166 1.6268 0.9709
H: -1.3892 0.1437 3.3432
H: -4.5991 -0.7075 4.9384
H: -4.1919 0.9318 4.4715
H: -2.9508 -0.0596 5.2159
H: -5.3408 -1.3177 2.6190
H: -4.6984 -1.9707 0.3663
H: -1.5213 -0.9172 -1.2266
H: -0.7318 -3.0481 -0.1275
H: -2.2735 -3.8109 -0.5572
H: -1.1348 -3.2982 -1.8158
H: -3.0498 -1.4552 -2.8974
H: -4.1524 -0.9314 -1.6457
H: -3.8959 -2.6591 -1.9070
H: -0.3740 3.0483 -0.6297
H: -0.8104 2.3693 -2.1738
H: 0.0659 -0.0562 -2.2659
H: 1.4076 -2.2315 -2.5611
H: 2.1593 -1.2809 -3.8136
H: -0.8849 -1.4121 -3.5981
H: 0.0465 -2.7322 -4.3305
H: 0.0950 -1.1405 -5.0493
H: 2.6356 1.2701 -5.7895
H: -0.5611 1.4029 -5.3189
H: 3.6462 1.7868 -3.2015
H: 3.4750 0.0684 -3.0767
H: 2.2586 -0.9775 -0.1323
H: 3.9120 -1.6227 -1.4595
H: 3.1548 3.7477 -2.5912
H: 3.1148 5.2656 -1.6914
H: 4.6910 4.4892 -1.9793
C: -3.7481 3.9371 5.7507
C: -4.7136 4.8817 6.0685
C: -5.2239 5.7120 5.0803
C: -4.7744 5.5953 3.7724
C: -3.8108 4.6492 3.4535
C: -3.2967 3.8233 4.4433
H: -3.3478 3.2913 6.5221
H: -5.0677 4.9717 7.0868
H: -5.9729 6.4517 5.3299
H: -5.1749 6.2421 3.0029
H: -3.4606 4.5580 2.4326
H: -2.5405 3.0874 4.1951
C: 0.8215 -3.7422 4.0713
C: 1.7609 -4.5160 4.7373
C: 3.0730 -4.5591 4.2847
C: 3.4489 -3.8258 3.1684
C: 2.5092 -3.0527 2.5010
C: 1.1962 -3.0116 2.9513
H: -0.2018 -3.7080 4.4236
H: 1.4716 -5.0850 5.6110
H: 3.8041 -5.1643 4.8043
H: 4.4726 -3.8515 2.8188
H: 2.8267 -2.4808 1.6355
H: 0.4655 -2.4071 2.4333
C: -1.8021 -6.1883 -4.5893
C: -2.2553 -6.7876 -5.7560
C: -3.3266 -6.2391 -6.4476
C: -3.9427 -5.0879 -5.9769
C: -3.4888 -4.4865 -4.8114
C: -2.4210 -5.0390 -4.1175
H: -0.9693 -6.6184 -4.0478
H: -1.7749 -7.6838 -6.1257
H: -3.6831 -6.7106 -7.3537
H: -4.7774 -4.6613 -6.5174
H: -3.9702 -3.5889 -4.4426
H: -2.0723 -4.5736 -3.2032